{
  "formula": "C4H6N2O5",
  "method": "the ωB97M-V functional and the def2-TZVPD basis",
  "lumo_ha": 0.2535,
  "de_lowest_kj_mol": 8.0,
  "e_homo_ev": -0.52,
  "largest_force_ev_per_a": 5.35,
  "charge": -2,
  "smiles": "CC(ONN)(C(=O)[O-])C(=O)[O-]",
  "species": ["C", "C", "O", "N", "N", "C", "O", "O", "C", "O", "O", "H", "H", "H", "H", "H", "H"],
  "xyz": [[1.03786, -1.74971, -0.22931], [0.35883, -0.44273, 0.32947], [-0.34148, 0.47863, -0.65983], [-0.30672, 1.90036, -0.66869], [-1.17217, 2.33924, 0.38902], [1.69753, 0.15817, 0.96757], [1.96059, 1.35591, 0.78972], [2.34433, -0.67105, 1.60616], [-0.66586, -0.69330, 1.55802], [-0.94636, -1.84374, 1.89660], [-1.21620, 0.31509, 2.01824], [1.15052, -2.38220, 0.56850], [0.28159, -2.29399, -0.88663], [1.92328, -1.58640, -0.83872], [0.60626, 2.11515, -0.23694], [-0.69402, 2.28884, 1.24491], [-1.88761, 1.65941, 0.51958]],
  "atomic_forces_ev_per_a": [[-3.893, 1.071, -3.504], [1.480, 1.193, 1.401], [0.737, -2.905, -0.642], [0.101, -0.069, 1.568], [-0.483, 2.137, -1.644], [-1.635, -0.138, 0.073], [0.341, 1.530, -0.415], [0.962, -0.424, 0.794], [-0.214, 0.002, -1.327], [0.494, -1.787, -0.042], [-0.002, 1.095, 0.627], [0.701, -1.237, 1.948], [0.643, 0.543, 0.362], [0.142, 0.209, 0.277], [0.223, -0.158, -0.517], [0.900, -0.427, 1.282], [-0.498, -0.634, -0.240]],
  "mulliken_charge": [-1.752, 1.347, -0.389, -0.332, -0.819, 0.341, -0.786, -0.712, 0.231, -0.754, -0.748, 0.409, 0.357, 0.385, 0.393, 0.407, 0.422]
}